Record 1
DFT (ωB97M-V/def2-TZVPD) results for a cluster of 2 separate species, C4H12N2 in total.

The SMILES is C=NC.CNC. The calculation puts the HOMO energy at -0.3134 Ha. The LUMO energy comes out at 1.1 eV.

Atoms and positions in Å:
C  -0.609  -0.047  2.716
N  -0.913  0.231  1.294
C  -2.209  -0.294  0.824
H  0.447  0.135  2.679
H  -0.681  -1.181  2.860
H  -1.264  0.637  3.182
H  -0.732  1.199  1.239
H  -3.187  0.022  1.341
H  -2.524  -0.310  -0.153
H  -1.982  -1.365  1.053
C  1.903  0.802  -1.302
C  1.420  -0.787  -3.148
N  1.027  0.092  -2.291
H  1.800  0.514  -0.240
H  2.945  0.783  -1.588
H  1.467  1.822  -1.426
H  0.665  -1.469  -3.613
H  2.426  -0.781  -3.427

***

Record 2
DFT (ωB97M-V/def2-TZVPD) results for a cluster of 8 separate species, C21H57O32P5S3 in total.

The SMILES is COP(=O)(OC)OC.COP(=O)(OC)OC.COP(=O)(OC)OC.COP(=O)(OC)OC.COP(=O)(OC)OC.O=S1(=O)OCCO1.O=S1(=O)OCCO1.O=S1(=O)OCCO1. The calculation puts the HOMO energy at -0.3498 Ha. The LUMO energy comes out at 0.1 eV.

Atoms and positions in Å:
C  -4.591  2.996  1.016
O  -5.217  1.888  0.509
P  -5.046  0.537  1.396
O  -3.669  0.096  1.684
O  -5.883  1.074  2.734
C  -7.116  1.568  2.578
O  -6.022  -0.527  0.634
C  -6.716  -1.602  1.212
H  -3.814  2.928  1.778
H  -5.445  3.565  1.383
H  -4.141  3.544  0.189
H  -7.717  1.055  3.330
H  -7.625  1.466  1.620
H  -7.147  2.604  2.916
H  -6.606  -2.451  0.537
H  -7.759  -1.291  1.271
H  -6.382  -1.763  2.237
C  5.841  6.576  -0.292
O  5.643  5.211  -0.247
P  5.351  4.580  -1.734
O  4.172  5.058  -2.532
O  5.168  2.993  -1.309
C  4.692  2.013  -2.146
O  6.841  4.531  -2.464
C  6.909  4.282  -3.821
H  5.199  7.217  -0.896
H  6.918  6.743  -0.299
H  5.596  6.963  0.697
H  4.410  2.503  -3.077
H  3.843  1.538  -1.655
H  5.515  1.303  -2.240
H  7.448  5.055  -4.368
H  5.938  4.429  -4.294
H  7.148  3.246  -4.062
C  1.597  1.955  3.183
O  1.249  3.317  3.289
P  2.307  4.518  3.224
O  2.137  5.489  4.338
O  2.064  5.056  1.755
C  2.276  4.209  0.664
O  3.817  3.764  3.038
C  5.103  4.358  3.187
H  2.600  1.586  2.969
H  1.019  1.552  2.351
H  1.149  1.332  3.957
H  2.951  3.353  0.682
H  2.858  4.751  -0.081
H  1.296  3.887  0.312
H  5.017  5.409  3.462
H  5.659  4.315  2.251
H  5.694  3.956  4.010
C  1.340  -1.467  6.712
O  0.841  -1.504  5.386
P  1.765  -2.146  4.216
O  3.115  -1.584  4.032
O  1.510  -3.688  4.541
C  2.570  -4.586  4.541
O  0.901  -1.874  2.879
C  1.416  -2.456  1.675
H  1.225  -0.417  6.978
H  2.394  -1.666  6.908
H  0.598  -1.967  7.335
H  3.180  -4.357  5.415
H  3.084  -4.282  3.629
H  2.263  -5.631  4.590
H  1.718  -3.503  1.695
H  2.349  -1.927  1.485
H  0.798  -2.218  0.809
C  -2.991  -7.690  -1.052
O  -3.231  -6.282  -1.270
P  -2.151  -5.142  -0.775
O  -1.136  -4.751  -1.776
O  -1.519  -5.838  0.543
C  -0.734  -4.971  1.325
O  -3.007  -3.894  -0.156
C  -3.932  -3.990  0.912
H  -3.170  -8.055  -2.063
H  -3.778  -8.066  -0.398
H  -2.014  -8.034  -0.712
H  -1.066  -5.166  2.344
H  -0.977  -3.919  1.176
H  0.329  -5.210  1.326
H  -3.781  -4.965  1.374
H  -4.935  -3.849  0.510
H  -3.822  -3.227  1.682
C  3.332  -1.784  -5.592
C  4.410  -0.746  -5.423
O  4.210  -0.129  -4.133
S  3.488  -1.191  -3.072
O  2.289  -0.689  -2.429
O  4.504  -1.867  -2.177
O  2.970  -2.214  -4.327
H  3.662  -2.619  -6.209
H  2.486  -1.358  -6.131
H  4.273  0.156  -6.018
H  5.395  -1.185  -5.580
C  -1.698  0.434  -2.046
C  -1.919  -0.698  -1.003
O  -0.917  -0.488  0.047
S  0.013  0.879  -0.297
O  1.526  0.802  -0.147
O  -0.708  2.022  0.262
O  -0.383  0.731  -1.890
H  -2.168  1.312  -1.602
H  -1.904  0.231  -3.097
H  -1.585  -1.662  -1.385
H  -2.927  -0.826  -0.610
C  -6.411  -1.093  -4.711
C  -4.905  -0.925  -5.011
O  -4.373  -0.006  -4.078
S  -5.598  0.951  -3.481
O  -5.480  2.314  -4.000
O  -5.723  0.789  -2.000
O  -6.763  0.161  -4.210
H  -6.562  -1.892  -3.985
H  -7.133  -1.252  -5.512
H  -4.700  -0.715  -6.061
H  -4.383  -1.855  -4.787

***

Record 3
DFT (ωB97M-V/def2-TZVPD) results for a structure of composition C4H7EuO3.

As for the spin multiplicity: 9. The calculation puts the HOMO energy (alpha / beta) at -0.1785 / -0.2312 Ha. The LUMO energy (alpha / beta) comes out at 0.4 / 0.1 eV.

Atoms and positions in Å:
H  2.788  0.424  -0.898
O  0.067  -1.019  0.340
C  -0.710  0.033  0.357
O  -0.337  1.193  0.498
O  -1.954  -0.317  0.174
C  -2.910  0.715  -0.090
H  -2.924  1.435  0.736
H  -2.659  1.227  -1.026
H  -3.873  0.205  -0.175
C  1.478  -0.835  0.487
H  1.822  -1.016  1.508
C  2.257  -1.126  -0.645
H  1.763  -1.609  -1.496
H  3.271  -1.470  -0.418
Eu  1.923  2.161  0.649

***

Computed values of max |F| (unit: eV/A) for the preceding records, in sequence: 4.2 5.7 2.4.
Computed values of molecular weight (unit: g/mol) for the preceding records, in sequence: 88.154 1072.726 255.061.
Computed values of energy above the lowest of the compared OMol25 structures with the same formula, charge and spin (unit: eV) for the preceding records, in sequence: 3.397 7.463 0.852.